No. 1
This record from the OMol25 dataset describes a cluster of 9 separate species, C38H56NO18 in total at a distorted geometry. The level of theory is the ωB97M-V functional and the def2-TZVPD basis.

ORCA input file:
```
! RIJCOSX wB97M-V def2-TZVPD def2/J DEFGRID3
* xyz 1 1
O 37.068 15.614 32.280
O 35.373 14.607 30.181
O 40.623 11.038 29.793
O 33.644 19.419 39.201
O 34.727 14.910 33.905
O 37.247 13.185 38.524
O 31.643 18.018 38.437
O 40.851 14.988 29.644
O 34.663 14.061 39.084
O 38.619 19.444 38.429
O 41.998 22.051 39.094
O 34.734 17.563 36.225
O 36.698 15.721 39.659
O 38.262 20.174 33.575
O 38.059 10.142 29.250
O 39.541 13.673 27.551
O 36.338 12.061 33.455
O 38.767 13.078 33.957
N 38.286 16.540 36.040
C 36.759 11.227 37.157
C 34.301 15.226 39.130
C 38.971 15.164 30.838
C 34.234 17.773 35.181
C 32.805 17.290 38.757
C 39.658 14.895 29.650
C 37.664 12.318 37.797
C 35.140 18.301 33.965
C 33.855 18.185 39.236
C 39.745 22.922 39.117
C 39.740 21.953 34.365
C 39.199 12.075 37.760
C 39.286 15.737 36.794
C 33.347 13.607 35.373
C 39.549 11.359 30.670
C 38.708 12.342 32.890
C 37.900 17.724 36.935
C 37.139 15.740 35.771
C 39.086 18.624 37.373
C 35.196 17.617 39.444
C 37.352 21.644 35.333
C 32.789 13.967 32.745
C 36.598 14.583 30.094
C 41.096 22.479 39.821
C 38.894 16.918 34.722
C 32.680 17.802 34.861
C 33.754 14.106 33.979
C 38.492 21.125 34.328
C 37.445 11.678 32.633
C 38.260 10.761 30.290
C 33.035 15.700 38.754
C 37.518 15.142 31.149
C 41.176 22.535 41.292
C 37.277 14.165 28.832
C 37.259 10.867 31.287
C 39.730 12.088 31.861
C 38.763 14.322 28.608
C 35.455 16.198 39.394
H 40.726 12.563 32.178
H 37.109 22.605 34.801
H 31.911 14.648 32.756
H 36.661 11.503 36.175
H 39.279 19.369 39.135
H 39.461 11.470 38.587
H 37.454 14.895 35.388
H 32.345 18.333 33.921
H 32.268 13.163 32.680
H 36.374 16.127 35.156
H 32.291 13.176 35.407
H 33.237 14.279 31.904
H 37.121 10.292 37.079
H 39.503 19.303 36.826
H 32.003 18.823 38.204
H 32.291 15.029 38.494
H 35.019 19.280 33.702
H 41.286 23.533 41.534
H 38.625 13.360 27.052
H 36.524 13.562 28.193
H 32.247 16.830 35.030
H 39.847 18.224 37.861
H 40.343 21.975 41.784
H 39.089 15.926 34.166
H 42.010 21.943 41.272
H 39.812 23.465 38.158
H 37.725 21.611 36.392
H 35.924 11.371 37.689
H 37.132 18.409 36.412
H 36.134 18.192 34.063
H 39.553 14.745 36.246
H 39.218 23.690 39.755
H 39.743 17.336 34.822
H 40.113 22.019 35.299
H 36.539 15.453 36.667
H 40.283 10.321 29.222
H 39.860 12.794 37.836
H 34.158 12.903 35.753
H 34.890 17.649 33.128
H 39.807 22.920 33.644
H 36.242 10.352 30.967
H 40.302 16.258 36.828
H 36.178 15.262 32.401
H 38.928 15.560 37.826
H 37.216 17.483 37.679
H 40.537 21.273 33.767
H 36.533 20.990 35.244
H 35.703 18.303 39.769
H 33.183 14.558 36.044
H 39.468 11.593 36.715
H 38.239 17.476 34.091
H 38.916 22.206 39.145
H 36.686 14.645 39.760
H 39.553 15.719 31.652
H 32.325 18.560 35.649
H 35.611 11.619 33.361
*
```

Lowest unoccupied orbital energy in eV: -4.9
Frontier orbital gap in hartree: 0.2276
Energy above the lowest of the compared OMol25 structures with the same formula, charge and spin in eV: 1.301

=====

No. 2
This record from the OMol25 dataset describes a cluster of 3 separate species, C38H57BNO13PS in total at a distorted geometry. The level of theory is the ωB97M-V functional and the def2-TZVPD basis.

ORCA input file:
```
! RIJCOSX wB97M-V def2-TZVPD def2/J DEFGRID3
* xyz 0 1
S 0.215 3.041 -3.110
P -0.451 5.426 -1.477
O -1.270 -6.231 -0.350
O -6.516 -1.463 -0.173
O 3.011 3.236 -0.962
O -0.172 -4.245 -0.262
O 1.345 1.972 -2.746
O -0.453 0.065 0.785
O -2.586 -6.049 6.841
O 5.315 0.669 -1.781
O 0.247 -1.659 2.081
O -0.689 2.417 -4.034
O -2.721 -0.870 5.754
O 0.894 4.190 -3.632
O 10.459 -0.571 -1.733
N -4.898 0.027 -0.931
C -0.696 3.535 -1.609
C 0.689 0.941 0.912
C 1.304 5.793 -1.106
C -2.872 2.109 -1.430
C 0.915 1.805 -0.331
C -0.233 2.856 -0.294
C -1.397 -4.135 6.165
C -3.877 -4.085 6.707
C 2.337 -1.157 -0.859
C -2.203 3.422 -1.872
C -6.960 -0.448 -2.267
C -4.025 2.303 -0.418
C -4.153 -0.484 0.220
C -2.618 -4.865 6.594
C 2.899 -2.318 -1.693
C -0.837 -5.291 0.284
C -1.431 -2.834 5.894
C -3.910 -2.784 6.436
C -0.546 -0.754 1.882
C 6.496 0.387 -1.770
C 8.736 0.699 -2.712
C 0.709 -3.578 -2.419
C -6.131 -0.687 -1.026
C 0.799 -4.581 -1.266
C -1.053 -5.147 1.764
C -2.690 -2.056 6.008
C 7.038 -0.599 -0.804
C -5.242 1.464 -0.751
C 1.999 -2.840 -2.809
C -1.705 -0.489 2.809
C 2.798 2.830 1.489
C -0.084 0.161 -2.120
C 8.330 -0.912 -0.792
C 1.078 1.031 -1.644
C 2.342 0.149 -1.672
C 9.283 -0.287 -1.745
C -1.280 5.858 0.133
C 7.444 1.012 -2.723
B 2.258 2.644 0.015
H -1.485 4.977 0.738
H -5.634 1.824 -1.696
H 2.410 -0.151 -2.716
H -4.618 -0.246 1.178
H -2.228 6.304 -0.138
H 3.231 2.659 -1.698
H 1.985 5.437 -1.863
H -1.360 -0.612 3.824
H -2.023 -4.662 1.880
H -4.077 -1.563 0.168
H -0.491 -4.722 6.087
H 0.399 -4.137 -3.299
H 1.592 5.448 -0.111
H -3.137 -0.102 0.210
H -7.982 -0.697 -2.016
H 3.776 -1.897 -2.191
H -2.185 1.410 -0.974
H -0.115 -2.908 -2.200
H -0.328 -4.491 2.226
H -1.132 -6.120 2.231
H -6.948 0.580 -2.609
H 0.207 -0.253 -3.081
H 3.054 -1.040 -0.043
H 2.585 -3.522 -3.423
H 2.019 3.035 2.221
H 9.447 1.142 -3.398
H -0.666 6.581 0.656
H 0.429 1.649 1.697
H 1.724 -2.012 -3.457
H -2.694 4.240 -1.348
H -6.590 -1.068 -3.076
H 3.286 -3.104 -1.054
H 1.394 -1.399 -0.385
H -0.552 -2.285 5.578
H 3.521 3.637 1.543
H -4.755 -4.636 7.019
H 0.620 -5.578 -1.651
H 8.747 -1.629 -0.096
H 1.368 6.878 -1.085
H -2.059 0.526 2.662
H 7.024 1.728 -3.418
H 3.240 0.731 -1.486
H 1.561 0.369 1.205
H 1.771 -4.595 -0.781
H -5.987 1.572 0.041
H -0.289 -0.672 -1.465
H -2.488 -1.211 2.602
H 0.119 3.661 0.354
H -3.295 1.598 -2.291
H 6.325 -1.041 -0.120
H -2.428 3.594 -2.917
H -4.816 -2.197 6.511
H -1.059 2.421 0.258
H -1.007 0.695 -2.291
H 3.294 1.902 1.774
H -4.282 3.350 -0.292
H -3.659 1.978 0.557
*
```

Lowest unoccupied orbital energy in eV: -1.9
Structure (SMILES): CB(O)[C@@]1(COC(C)=O)C[C@@](CCCCN(C)C(C)=O)(P(C)C)S(=O)(=O)O[C@@]1(C)CCCCCCOC(C)=O.O=C1C=CC(=O)C=C1.O=C1C=CC(=O)C=C1
Frontier orbital gap in hartree: 0.2339

=====

Q: Which of these has the lowest frontier orbital gap?
A: C38H56NO18

=====

Q: The highest frontier orbital gap belongs to which entry?
A: C38H57BNO13PS

=====

Q: The highest lowest unoccupied orbital energy belongs to which entry?
A: C38H57BNO13PS

=====

Q: Look up the lowest unoccupied orbital energy of the second one.
A: -1.9 eV